[1]
This record from the OMol25 dataset describes CH2ClIO in the gas phase. The level of theory is the ωB97M-V functional and the def2-TZVPD basis.

Summary:
relative energy (zero: lowest compared OMol25 entry of this formula, charge and spin): 10.6 kJ/mol
spin multiplicity: 1

Last column: Mulliken charge in e.
Cartesian coordinates (Å):
O  0.80  0.80  -0.32  -0.4109
C  -0.03  0.01  0.35  -0.2287
Cl  0.47  -1.86  -0.05  -0.2102
I  -2.12  0.31  -0.12  0.0961
H  0.78  0.62  -1.28  0.3844
H  0.10  0.12  1.42  0.3691

=====

[2]
This record from the OMol25 dataset describes 2 unconnected molecules or ions with the total composition C17H34BrN4O2PS. The level of theory is the ωB97M-V functional and the def2-TZVPD basis.

Summary:
spin multiplicity: 1

Last column: Mulliken charge in e.
Cartesian coordinates (Å):
N  -4.66  1.02  -3.20  -0.6493
C  -3.66  0.13  -2.77  -0.0428
N  -2.76  0.40  -1.74  -0.0442
P  -1.48  1.54  -2.18  0.5317
O  -1.55  2.65  -1.07  -0.3880
O  -1.82  2.24  -3.55  -0.5277
S  0.19  0.62  -2.30  -0.2760
N  -3.61  -1.01  -3.36  0.0166
C  -2.70  -2.14  -3.06  -0.6651
C  -2.87  -2.72  -1.64  -0.9028
C  -1.70  -2.43  -0.67  0.5612
C  -0.87  -3.68  -0.37  -0.8498
C  0.37  -3.36  0.48  -0.9472
C  1.15  -2.17  -0.07  -0.1299
C  2.58  -2.05  0.46  -0.9197
C  3.40  -1.08  -0.42  -0.7104
C  4.00  0.12  0.33  -0.9449
C  3.04  0.74  1.36  0.2184
C  3.07  2.27  1.42  -0.6178
C  1.76  2.94  1.77  -0.2774
N  1.17  2.57  3.06  0.3568
C  0.81  1.35  3.55  -0.3948
C  0.26  1.49  4.80  -0.5992
C  0.28  2.88  5.08  -0.6220
C  0.84  3.51  4.01  -0.3861
H  -4.24  1.90  -3.49  0.2890
H  -5.29  1.25  -2.43  0.2931
H  -3.30  0.74  -0.95  0.3908
H  -1.47  2.22  -0.20  0.3021
H  -2.24  3.11  -3.39  0.3707
H  -4.28  -1.14  -4.12  0.3320
H  -1.67  -1.87  -3.29  0.3831
H  -2.98  -2.92  -3.76  0.3731
H  -3.08  -3.79  -1.71  0.5485
H  -3.77  -2.25  -1.23  0.3532
H  -2.13  -2.00  0.23  0.2091
H  -1.10  -1.64  -1.13  -0.4436
H  -1.51  -4.35  0.21  0.3755
H  -0.57  -4.14  -1.31  0.3373
H  -0.02  -3.08  1.46  0.2998
H  0.97  -4.26  0.59  0.3952
H  0.63  -1.26  0.21  0.0972
H  1.20  -2.25  -1.16  0.3660
H  2.54  -1.74  1.50  0.3793
H  3.08  -3.02  0.44  0.5710
H  2.82  -0.70  -1.25  0.2441
H  4.23  -1.64  -0.85  0.3789
H  4.21  0.89  -0.41  0.4054
H  4.96  -0.11  0.80  0.3146
H  3.37  0.39  2.34  0.3983
H  2.02  0.37  1.26  -0.3883
H  3.30  2.61  0.40  0.4182
H  3.90  2.63  2.03  0.3024
H  1.05  2.84  0.94  -0.1515
H  1.95  4.01  1.84  0.2783
H  0.94  0.43  3.01  0.3910
H  -0.11  0.69  5.41  0.4393
H  -0.08  3.34  5.99  0.4080
H  0.99  4.56  3.88  0.3567
Br  0.47  4.36  -1.78  -0.8073

=====

[3]
This record from the OMol25 dataset describes a molecular structure, C9H21Br3O10S3. The level of theory is the ωB97M-V functional and the def2-TZVPD basis.

Summary:
relative energy (zero: lowest compared OMol25 entry of this formula, charge and spin): 0.0 kJ/mol
spin multiplicity: 1

Last column: Mulliken charge in e.
Cartesian coordinates (Å):
O  0.42  -2.07  2.40  -0.5030
S  0.84  -3.39  2.86  1.0597
O  -0.07  -4.54  2.76  -0.5857
O  2.21  -3.65  1.99  -0.3030
C  3.25  -2.74  2.01  0.3577
C  4.17  -3.21  0.87  -1.0911
C  1.51  -3.31  4.64  -0.9944
H  3.75  -2.86  2.97  0.2961
H  2.96  -1.70  1.87  -0.0937
H  4.24  -4.29  0.80  0.3434
H  5.18  -2.80  0.88  0.3816
H  3.78  -2.98  -0.12  0.0917
H  2.19  -2.46  4.73  0.3557
H  1.82  -4.30  4.98  0.3434
H  0.58  -3.20  5.20  0.3910
O  -2.32  -0.26  -5.14  -0.6047
S  -0.95  -0.77  -5.33  1.1510
O  0.00  0.04  -6.02  -0.6177
O  -0.34  -1.16  -3.86  -0.2441
C  0.95  -1.62  -3.82  0.0142
C  1.13  -2.18  -2.49  -1.3030
C  -1.12  -2.36  -6.16  -0.9725
H  1.63  -0.78  -3.94  0.2497
H  1.23  -2.37  -4.56  0.3419
H  2.14  -2.35  -2.14  0.3550
H  0.47  -3.03  -2.31  0.3523
H  0.73  -1.57  -1.69  0.1894
H  -1.67  -2.10  -7.07  0.3686
H  -1.71  -2.96  -5.46  0.3304
H  -0.28  -2.92  -6.55  0.3596
C  0.65  0.98  0.71  -0.1211
Br  -0.94  2.06  1.18  0.0174
Br  2.15  1.08  2.02  -0.0464
Br  1.14  1.62  -1.17  -0.0184
H  0.37  -0.07  0.64  0.1821
C  -2.84  5.38  2.22  -0.1625
C  -4.42  5.31  1.95  -0.2850
O  -4.90  6.66  2.15  -0.3431
S  -3.63  7.75  2.43  1.0874
O  -3.50  8.04  3.87  -0.5211
O  -3.88  8.87  1.50  -0.5056
O  -2.53  6.68  1.95  -0.2946
H  -2.21  4.70  1.65  0.0745
H  -2.65  5.25  3.28  0.3034
H  -4.94  4.48  2.44  0.3258
H  -4.55  5.11  0.89  0.2875

=====

[4]
This record from the OMol25 dataset describes 3 unconnected molecules or ions with the total composition C38H52O12P2. The level of theory is the ωB97M-V functional and the def2-TZVPD basis.

Summary:
spin multiplicity: 1

Last column: Mulliken charge in e.
Cartesian coordinates (Å):
C  4.34  0.84  3.44  -1.4465
C  3.28  1.70  2.73  0.4994
C  4.02  2.42  1.58  -1.1798
C  2.19  0.82  2.08  -0.4220
C  0.97  0.56  2.99  -1.1211
C  -0.06  -0.19  2.15  -0.5213
C  -0.18  -1.59  2.22  0.5904
C  0.62  -2.53  3.12  -0.9897
C  2.14  -2.45  3.05  0.5680
C  2.75  -3.38  4.14  -1.0609
C  2.46  -2.91  5.58  -0.6931
O  1.96  -1.57  5.68  -0.1076
C  2.56  -0.82  6.63  -0.0245
O  3.73  -0.58  6.64  -0.4505
C  -1.12  -2.20  1.38  -0.5279
C  -1.93  -1.50  0.52  -0.9433
C  -1.84  -0.12  0.48  0.9036
C  -0.90  0.53  1.29  0.1648
C  -0.90  2.04  1.17  -0.5144
O  -0.80  2.79  2.11  -0.6318
C  -1.10  2.59  -0.23  0.2463
C  -0.43  3.71  -0.74  0.0775
C  0.59  4.44  0.12  0.8252
C  1.51  5.40  -0.67  -1.1581
C  2.78  5.68  0.13  0.2008
C  4.03  5.52  -0.43  -0.2028
C  5.15  5.82  0.34  -0.7045
C  5.00  6.25  1.65  -0.3863
C  3.74  6.37  2.22  -0.7724
C  2.62  6.09  1.46  -0.1332
C  -0.76  4.11  -2.03  -0.4933
C  -1.69  3.41  -2.80  -1.0312
C  -2.35  2.30  -2.30  -0.7259
C  -2.03  1.90  -1.00  1.0753
C  -2.71  0.70  -0.42  -0.2557
O  -3.86  0.42  -0.64  -0.5897
H  4.80  0.21  2.66  0.3561
H  3.89  0.23  4.23  0.0001
H  5.15  1.45  3.84  0.4975
H  2.88  2.50  3.36  0.4430
H  3.35  3.12  1.07  -0.0826
H  4.83  3.01  2.03  0.5121
H  4.42  1.72  0.85  0.3447
H  1.86  1.33  1.17  0.5732
H  2.67  -0.10  1.75  0.3125
H  0.60  1.51  3.37  1.0819
H  1.22  -0.09  3.82  0.1617
H  0.35  -3.55  2.83  0.5536
H  0.24  -2.40  4.14  0.2029
H  2.53  -2.75  2.08  0.6874
H  2.55  -1.46  3.25  -0.7649
H  2.30  -4.36  3.97  0.4105
H  3.83  -3.44  3.99  0.4438
H  1.67  -3.56  5.97  0.2997
H  3.31  -3.08  6.24  0.4595
H  1.88  -0.41  7.40  0.3948
H  -1.22  -3.28  1.43  0.3351
H  -2.65  -2.03  -0.10  0.5442
H  1.20  3.67  0.60  -0.5519
H  0.04  4.94  0.92  0.4861
H  1.00  6.36  -0.75  0.3402
H  1.78  4.97  -1.64  0.5408
H  4.13  5.18  -1.46  0.3684
H  6.16  5.72  -0.04  0.3788
H  5.87  6.50  2.24  0.3761
H  3.63  6.68  3.26  0.4061
H  1.62  6.18  1.87  0.3819
H  -0.29  4.98  -2.46  0.4967
H  -1.90  3.76  -3.80  0.4068
H  -3.09  1.75  -2.87  0.5038
C  -7.28  -3.97  -1.93  -0.7384
O  -5.98  -3.89  -2.55  -0.2939
P  -5.92  -3.49  -4.17  0.9069
O  -4.51  -3.85  -4.47  -0.5803
O  -6.12  -1.91  -3.86  -0.3495
C  -5.05  -1.24  -3.20  -0.3232
O  -6.59  -3.30  -5.67  -0.2631
C  -7.82  -4.00  -5.97  -0.7280
H  -7.13  -4.15  -0.87  0.2514
H  -7.83  -3.04  -2.06  0.3356
H  -7.85  -4.80  -2.35  0.2997
H  -4.11  -1.79  -3.30  0.0811
H  -5.27  -1.12  -2.14  0.3193
H  -4.93  -0.26  -3.65  0.1763
H  -8.61  -3.71  -5.28  0.3175
H  -7.66  -5.08  -5.91  0.3457
H  -8.12  -3.75  -6.98  0.2345
C  -1.62  -3.67  -3.32  -0.7556
O  -0.67  -3.41  -2.25  -0.2344
P  0.90  -3.11  -2.65  1.0237
O  1.57  -3.26  -1.33  -0.6165
O  0.62  -1.56  -3.06  -0.4297
C  0.26  -0.65  -2.03  -0.0406
O  2.17  -3.20  -3.71  -0.3185
C  2.07  -4.13  -4.81  -0.7244
H  -2.61  -3.76  -2.88  0.1541
H  -1.62  -2.85  -4.04  0.3726
H  -1.37  -4.61  -3.82  0.3747
H  0.54  -1.01  -1.04  0.1197
H  -0.82  -0.47  -2.06  0.0117
H  0.77  0.30  -2.23  0.2146
H  1.20  -3.90  -5.43  0.3121
H  1.99  -5.15  -4.43  0.3415
H  2.97  -4.05  -5.41  0.2393

=====

| no. | HOMO energy (eV) |
| --- | --- |
| 1 | -9.954 |
| 2 | -6.290 |
| 3 | -10.517 |
| 4 | -8.909 |